Record 1
84
Properties=species:S:1:pos:R:3 method="wB97M-V/def2-TZVPD" homo_energy_ev=-4.081 e_lumo_ha=0.06943 spin_multiplicity=1 homo_lumo_gap_ha=0.2194 charge=-1
C -2.11 2.31 1.01
O -2.77 1.47 0.08
C -2.53 1.86 -1.25
C -1.10 1.72 -1.77
C -0.54 0.28 -1.81
C 1.00 0.29 -1.81
C 1.71 -1.08 -1.64
C 2.87 -1.06 -0.63
C 2.48 -1.07 0.84
C 1.71 -2.36 1.22
In -0.43 -1.95 1.70
C -1.88 -2.98 0.32
H -2.49 2.06 1.99
H -1.05 2.07 1.00
H -2.30 3.37 0.80
H -2.83 2.91 -1.34
H -3.19 1.27 -1.89
H -1.14 2.07 -2.81
H -0.42 2.40 -1.26
H -0.83 -0.10 -2.80
H -0.97 -0.36 -1.05
H 1.29 0.65 -2.80
H 1.38 1.03 -1.11
H 1.00 -1.88 -1.41
H 2.19 -1.32 -2.58
H 3.61 -1.83 -0.84
H 3.39 -0.10 -0.82
H 1.93 -0.16 1.09
H 3.41 -1.06 1.41
H 2.15 -2.77 2.13
H 1.80 -3.12 0.44
H -0.67 -0.19 1.52
H -0.75 -2.42 3.40
H -2.27 -2.24 -0.37
H -1.39 -3.78 -0.23
H -2.70 -3.39 0.90
O 3.75 0.57 3.23
H 3.74 0.17 4.11
H 2.92 1.08 3.20
O 4.45 -1.97 -3.37
H 4.50 -2.91 -3.13
H 5.33 -1.63 -3.15
O -2.36 2.04 -5.01
H -3.01 1.72 -4.38
H -1.74 1.30 -5.10
O -4.74 -1.81 1.50
H -5.51 -1.65 0.95
H -4.17 -1.04 1.35
O -1.79 5.57 0.16
H -2.43 5.46 -0.54
H -1.35 6.40 -0.05
O -4.02 -5.52 2.46
H -3.17 -5.69 2.02
H -4.08 -4.56 2.45
O -5.92 0.59 0.85
H -6.75 1.04 1.02
H -5.25 1.09 1.32
O 4.19 3.04 1.74
H 4.24 2.10 1.96
H 5.07 3.37 1.97
O -0.79 8.60 0.85
H -1.33 9.26 1.31
H -0.02 8.49 1.40
O -5.49 -4.83 5.23
H -4.73 -4.89 4.64
H -6.10 -4.26 4.75
O 6.57 4.06 3.34
H 6.22 4.64 4.02
H 7.42 3.75 3.68
O 5.29 -4.65 -4.61
H 6.08 -4.62 -5.16
H 4.64 -4.13 -5.10
O 7.96 -3.14 -5.48
H 8.29 -2.24 -5.38
H 8.73 -3.70 -5.32
O -6.61 -0.63 3.98
H -5.75 -0.71 4.42
H -6.38 -0.39 3.07
O 7.77 -0.41 -4.02
H 7.60 0.04 -3.18
H 7.19 0.04 -4.64
O -8.40 0.08 2.05
H -8.42 -0.31 2.93
H -9.16 0.68 2.04



Record 2
26
Properties=species:S:1:pos:R:3 method="wB97M-V/def2-TZVPD" homo_energy_ev="-19.951 / -19.910" e_lumo_ha="-0.62643 / -0.62684" spin_multiplicity=1 homo_lumo_gap_ha="0.1067 / 0.1048" de_lowest_kcal_mol=0.00 charge=+4
Y -0.47 0.29 -4.37
Y 0.67 0.57 -1.12
Cl -0.95 -1.57 -2.38
Cl -0.60 2.43 -2.63
C 1.82 2.37 -0.41
C 0.65 -1.55 -5.41
C 0.75 1.55 -5.92
O 2.35 3.31 -0.02
O 0.96 -2.48 -6.00
O 1.12 2.22 -6.78
N 1.20 -2.68 -0.08
C 0.53 -1.97 0.87
N 0.24 -0.66 0.70
C -0.43 -0.09 1.79
C -0.82 1.26 1.88
C -1.35 1.70 3.10
C -1.47 0.79 4.16
C -1.09 -0.54 4.05
C -0.56 -1.00 2.86
S 0.05 -2.57 2.40
H 1.40 -3.63 0.10
H 1.42 -2.27 -0.99
H -0.71 1.93 1.01
H -1.68 2.74 3.23
H -1.88 1.12 5.10
H -1.16 -1.27 4.84



Record 3
22
Properties=species:S:1:pos:R:3 method="wB97M-V/def2-TZVPD" homo_energy_ev="-6.881 / -8.230" e_lumo_ha="-0.01645 / -0.11451" spin_multiplicity=5 homo_lumo_gap_ha="0.2364 / 0.1879" de_lowest_kcal_mol=12.02 charge=0 s_squared=6.03
Ir 0.00 0.21 0.04
S -0.88 -0.30 -4.35
C -0.94 1.39 -4.07
C -0.69 1.70 -2.76
C -0.44 0.56 -1.95
C -0.51 -0.60 -2.70
C -0.29 -1.90 -2.11
C -0.35 -3.12 -2.79
C -0.12 -4.29 -2.10
C 0.16 -4.24 -0.74
C 0.20 -3.01 -0.12
N -0.02 -1.87 -0.78
H -1.15 2.06 -4.88
H -0.69 2.72 -2.40
H -0.56 -3.13 -3.85
H -0.16 -5.24 -2.62
H 0.34 -5.14 -0.16
H 0.41 -2.91 0.94
S 0.65 2.29 3.98
C 0.43 1.45 2.59
S -1.10 0.85 2.01
S 1.68 1.05 1.45



Record 4
23
Properties=species:S:1:pos:R:3 method="wB97M-V/def2-TZVPD" homo_energy_ev="-14.233 / -14.185" e_lumo_ha="-0.35665 / -0.35811" spin_multiplicity=1 homo_lumo_gap_ha="0.1664 / 0.1632" de_lowest_kcal_mol=0.00 charge=+2
O -0.03 3.44 -1.63
C -0.02 2.30 -1.64
La -0.01 -0.01 -1.02
C 0.01 -2.31 -1.69
O 0.02 -3.45 -1.69
C -0.01 -0.05 -3.80
O -0.10 -1.02 -4.43
C 2.26 0.00 -1.89
O 3.39 0.05 -1.97
C -2.27 -0.02 -1.89
O -3.41 0.00 -1.97
H 0.09 1.12 -4.21
C 0.00 -0.01 3.68
C 0.10 1.20 3.01
C 0.11 1.21 1.65
N 0.02 0.00 1.07
C -0.09 -1.21 1.64
C -0.09 -1.21 3.00
H 0.00 -0.02 4.79
H 0.18 2.16 3.52
H 0.19 2.12 1.00
H -0.16 -2.11 0.97
H -0.18 -2.18 3.49



| no. | E_tot (eV) |
| --- | --- |
| 1 | -51258.354 |
| 2 | -57512.710 |
| 3 | -58134.033 |
| 4 | -23031.248 |